Record 1
Here is one molecule with the formula C17H19N3O5S from OMol25. Energies are from ωB97M-V with the def2-TZVPD basis set.

```
45
Properties=species:S:1:pos:R:3:lowdin_charge:R:1
C 3.434 1.795 -2.937 -0.06
O 2.751 2.520 -1.935 -0.06
C 1.542 2.103 -1.522 -0.26
C 0.835 1.029 -2.070 0.00
C -0.397 0.681 -1.548 -0.05
C -0.927 1.393 -0.490 -0.29
S -2.417 0.787 0.264 0.71
O -2.847 1.667 1.322 -0.28
O -3.382 0.391 -0.714 -0.27
N -1.809 -0.642 0.957 -0.19
C -2.847 -1.448 1.603 -0.12
C -2.640 -1.237 3.109 -0.35
O -3.287 -0.099 3.591 -0.01
C -1.102 -1.139 3.186 -0.04
C -0.769 -0.314 1.936 -0.24
C 0.620 -0.555 1.348 -0.43
O 1.591 0.069 1.706 0.10
N 0.612 -1.525 0.394 0.14
C 1.588 -1.810 -0.554 -0.21
C 1.307 -2.759 -1.537 -0.01
C 2.248 -3.013 -2.517 -0.06
C 3.433 -2.292 -2.494 -0.16
N 3.706 -1.390 -1.565 0.06
C 2.826 -1.163 -0.609 -0.08
C -0.250 2.474 0.049 -0.04
C 0.974 2.832 -0.469 0.03
H 3.641 0.770 -2.616 0.07
H 2.875 1.788 -3.877 0.10
H 4.375 2.323 -3.083 0.10
H 1.244 0.459 -2.890 0.11
H -0.961 -0.143 -1.955 0.12
H -3.826 -1.114 1.261 0.13
H -2.711 -2.499 1.329 0.13
H -3.022 -2.072 3.701 0.15
H -3.176 0.638 2.964 0.06
H -0.769 -0.650 4.097 0.13
H -0.661 -2.135 3.124 0.13
H -0.818 0.752 2.191 0.14
H -0.303 -1.926 0.216 0.14
H 0.359 -3.279 -1.530 0.12
H 2.062 -3.745 -3.287 0.10
H 4.194 -2.433 -3.248 0.10
H 3.099 -0.427 0.132 0.11
H -0.695 3.019 0.866 0.12
H 1.531 3.662 -0.066 0.13
```

## Properties
* relative energy (zero: lowest compared OMol25 entry of this formula, charge and spin): 48.3 kcal per mole
* SMILES string: COc1ccc(S(=O)(=O)N2C[C@H](O)C[C@H]2C(=O)Nc2cccnc2)cc1
* F_max: 1.057 eV/A
* gap between HOMO and LUMO: 0.34409 hartree
* total charge: 0


Record 2
Here is HO3PbS as an isolated structure from OMol25. Energies are from ωB97M-V with the def2-TZVPD basis set.

```
6
Properties=species:S:1:pos:R:3:lowdin_charge:R:1
S 0.908 0.274 -0.800 0.81
O 2.051 -0.286 -0.141 -0.15
O -0.296 0.411 0.066 -0.65
Pb -1.697 -0.915 1.024 1.28
O 0.567 -0.103 -2.148 -0.16
H -1.533 0.620 1.999 -0.13
```

## Properties
* F_max: 5.054 eV/A
* gap between HOMO and LUMO: 0.21714 hartree
* total charge: +1


Record 3
Here is C15H10Br2ClN2O5RhSSe as an isolated structure from OMol25. Energies are from ωB97M-V with the def2-TZVPD basis set.

```
38
Properties=species:S:1:pos:R:3:lowdin_charge:R:1
Rh 3.232 -3.747 -0.898 0.78
C 2.196 2.901 0.112 -0.06
C 1.326 1.662 0.019 -0.41
C 0.316 1.538 0.971 -0.10
C -0.499 0.425 1.248 -0.09
C -0.799 -0.565 0.343 -0.43
C -1.345 -1.847 0.763 -0.60
Br -2.959 -1.791 1.819 0.70
C -0.842 -3.073 0.526 -0.19
C 0.473 -3.251 0.032 -0.12
Br 2.741 -4.764 -3.034 -0.10
C 1.568 -3.001 -0.485 -0.24
O 1.157 -0.270 -3.029 -0.51
C -0.623 -0.302 -1.061 -0.36
N 1.848 0.843 -0.900 -0.15
H 1.703 3.680 0.694 0.06
H 2.420 3.274 -0.886 0.07
H 3.142 2.646 0.592 0.08
H 0.260 2.361 1.674 0.09
H -0.883 0.325 2.260 0.10
H -1.410 -3.948 0.815 0.08
Se -2.123 1.042 -2.532 0.72
C -3.101 1.542 -0.996 -0.68
C -4.197 0.809 -0.535 -0.15
C -4.887 1.237 0.586 -0.21
N -4.579 2.327 1.291 0.03
C -3.518 3.015 0.859 -0.18
C -2.763 2.674 -0.248 -0.14
H -4.498 -0.094 -1.049 0.09
H -5.736 0.662 0.947 0.09
H -3.254 3.893 1.442 0.09
H -1.903 3.267 -0.529 0.09
Cl 1.047 -0.442 -1.557 1.02
O 6.798 -2.545 0.139 -0.34
S 5.358 -2.530 0.193 0.28
O 4.831 -4.009 0.346 -0.50
O 4.726 -2.231 -1.164 -0.46
O 4.781 -1.713 1.232 -0.35
```

## Properties
* relative energy (zero: lowest compared OMol25 entry of this formula, charge and spin): 0.0 kcal per mole
* F_max: 1.734 eV/A
* 2S+1: 5
* gap between HOMO and LUMO (spin up / spin down): 0.17348 / 0.19696 hartree
* total charge: -2
* ⟨S²⟩: 6.063


Q: The lowest F_max belongs to which entry?
A: C17H19N3O5S